Entry 1:
{"formula": "C8H25F3N8O7", "method": "wB97M-V/def2-TZVPD", "homo_energy_ev": [0.68, -5.55], "charge": -1, "e_lumo_ev": [2.358, 2.266], "spin_multiplicity": 2, "s2": 0.750, "orbital_gap_ha": [0.0617, 0.2873], "energy_ha": -1584.1702, "species": ["O", "H", "H", "H", "C", "O", "O", "C", "F", "F", "F", "C", "C", "H", "H", "H", "H", "H", "H", "C", "O", "N", "N", "H", "H", "H", "H", "C", "O", "N", "N", "H", "H", "H", "H", "C", "O", "N", "N", "H", "H", "H", "H", "C", "O", "N", "N", "H", "H", "H", "H"], "xyz": [[0.93, -0.51, -1.02], [1.35, 0.00, -0.32], [0.11, -0.79, -0.62], [0.70, 0.08, -1.75], [-0.54, 2.27, -2.68], [-0.81, 2.03, -1.29], [0.39, 1.22, -3.03], [-1.91, 2.40, -3.44], [-2.82, 3.22, -3.02], [-1.68, 2.79, -4.73], [-2.49, 1.25, -3.66], [-0.70, 3.10, -0.23], [-1.28, 2.52, 1.02], [-2.33, 2.23, 1.03], [-0.83, 1.53, 1.12], [-1.08, 3.15, 1.88], [-1.15, 4.05, -0.52], [0.36, 3.33, -0.10], [-0.15, 3.28, -2.72], [3.51, 1.37, -0.04], [2.48, 1.03, 0.50], [4.54, 1.82, 0.58], [3.77, 1.53, -1.33], [5.24, 2.38, 0.12], [4.77, 1.36, 1.45], [3.05, 1.84, -1.97], [4.76, 1.61, -1.49], [1.41, -3.47, -0.34], [2.23, -2.94, 0.36], [1.69, -3.88, -1.54], [0.12, -3.59, -0.07], [0.94, -4.09, -2.18], [2.63, -3.90, -1.91], [-0.23, -3.34, 0.85], [-0.41, -4.12, -0.74], [-2.66, -0.65, 0.39], [-1.52, -1.00, 0.14], [-3.45, -0.03, -0.46], [-3.14, -0.78, 1.60], [-4.37, 0.32, -0.22], [-3.18, 0.05, -1.42], [-4.13, -0.66, 1.73], [-2.60, -1.42, 2.16], [-0.33, -2.50, 3.22], [-0.68, -3.51, 2.58], [0.26, -2.54, 4.36], [-0.52, -1.30, 2.79], [0.71, -1.78, 4.83], [0.20, -3.44, 4.82], [-0.15, -0.54, 3.33], [-1.03, -1.00, 1.97]]}

Entry 2:
{"formula": "C36H27N2O3P2RhS2", "method": "wB97M-V/def2-TZVPD", "homo_energy_ev": -7.45, "e_lumo_ev": -0.976, "orbital_gap_ha": 0.2379, "energy_ha": -3313.0128, "species": ["Rh", "S", "C", "C", "N", "C", "S", "C", "N", "O", "C", "O", "C", "P", "C", "C", "C", "C", "C", "C", "C", "C", "C", "C", "C", "C", "H", "H", "H", "H", "H", "H", "H", "H", "H", "H", "H", "H", "O", "P", "C", "C", "C", "C", "C", "C", "C", "C", "C", "C", "C", "C", "C", "C", "C", "C", "C", "C", "H", "H", "H", "H", "H", "H", "H", "H", "H", "H", "H", "H", "H", "H", "H"], "xyz": [[-0.42, 1.26, 0.40], [1.04, 1.37, -1.43], [1.61, 3.02, -1.31], [2.84, 3.31, -1.98], [3.86, 3.50, -2.49], [0.96, 3.94, -0.59], [-0.49, 3.54, 0.31], [1.42, 5.29, -0.47], [1.80, 6.37, -0.36], [-3.84, 2.14, 2.61], [-3.02, 1.95, 1.74], [-1.81, 1.50, 1.96], [-3.37, 2.26, 0.26], [-2.35, 1.10, -0.67], [-2.27, 1.45, -2.43], [-2.73, 2.65, -2.95], [-2.58, 2.91, -4.31], [-1.98, 1.97, -5.13], [-1.52, 0.77, -4.61], [-1.66, 0.51, -3.26], [-3.29, -0.43, -0.49], [-3.23, -1.17, 0.68], [-4.05, -2.28, 0.85], [-4.93, -2.65, -0.16], [-5.00, -1.90, -1.33], [-4.18, -0.80, -1.50], [-3.08, 3.28, 0.03], [-4.44, 2.12, 0.10], [-3.18, 3.39, -2.31], [-2.93, 3.85, -4.71], [-1.86, 2.18, -6.19], [-1.05, 0.04, -5.25], [-1.29, -0.42, -2.84], [-2.59, -0.84, 1.48], [-4.01, -2.84, 1.77], [-5.56, -3.51, -0.03], [-5.69, -2.19, -2.11], [-4.23, -0.23, -2.42], [0.27, -0.91, 0.06], [1.51, -1.23, 0.87], [1.14, -2.29, 2.28], [2.10, -3.07, 2.93], [1.74, -3.82, 4.04], [0.43, -3.80, 4.50], [-0.53, -3.04, 3.85], [-0.17, -2.29, 2.74], [2.76, -2.01, -0.15], [2.38, -2.41, -1.43], [3.31, -3.01, -2.27], [4.61, -3.21, -1.83], [4.99, -2.80, -0.56], [4.07, -2.19, 0.28], [2.17, 0.31, 1.53], [1.28, 1.00, 2.36], [1.53, 2.32, 2.71], [2.68, 2.94, 2.25], [3.57, 2.25, 1.44], [3.31, 0.94, 1.06], [3.12, -3.10, 2.58], [2.49, -4.42, 4.54], [0.16, -4.39, 5.37], [-1.55, -3.02, 4.21], [-0.91, -1.70, 2.21], [1.36, -2.23, -1.76], [3.01, -3.32, -3.26], [5.33, -3.68, -2.49], [6.01, -2.93, -0.23], [4.39, -1.84, 1.25], [0.43, 0.49, 2.81], [0.81, 2.86, 3.32], [2.87, 3.98, 2.49], [4.45, 2.75, 1.06], [3.98, 0.44, 0.37]]}

Largest force on an atom, respectively: 0.1271, 0.0233 Eh/bohr.